[1]
Computed, not measured: C17H28CaNO2P2 as an isolated structure, with ωB97M-V with the def2-TZVPD basis set.

Properties
E_LUMO (alpha / beta): -4.95 / -2.70 eV
Energy relative to the best compared isomer or geometry (same formula, charge and spin): 0.0 kcal per mole
Kohn-Sham gap (alpha / beta): 7.092 / 9.325 eV

ORCA input file:
```
! RIJCOSX wB97M-V def2-TZVPD def2/J DEFGRID3
* xyz 1 1
Ca 0.010 -0.691 0.436
P -2.528 0.451 -0.499
C -2.246 1.134 -2.221
C -0.827 1.193 -2.711
N 0.255 0.710 -2.056
C 1.460 1.203 -2.415
C 1.654 2.037 -3.514
C 0.572 2.340 -4.331
C -0.675 1.912 -3.892
C 2.712 1.050 -1.517
P 2.668 -0.503 -0.512
H -1.578 2.174 -4.448
H 2.656 2.434 -3.714
H 0.682 3.013 -5.174
H 3.602 1.103 -2.174
H 2.775 1.891 -0.790
H -2.892 0.746 -3.011
H -2.620 2.211 -2.190
H -1.216 -3.557 -2.980
O -1.424 -3.390 -3.894
H -1.123 -2.462 -4.053
H -0.596 -5.091 -0.334
O 0.196 -2.668 0.984
H 0.026 -3.469 0.436
C 3.152 -1.729 -1.811
H 4.039 -1.374 -2.359
H 3.360 -2.669 -1.287
H 2.261 -1.893 -2.434
C 4.270 -0.301 0.363
H 4.324 -1.082 1.126
H 5.119 -0.394 -0.327
H 4.296 0.663 0.882
C -3.479 1.935 0.026
H -4.487 1.901 -0.395
H -3.535 1.980 1.111
H -2.983 2.842 -0.322
C -3.938 -0.692 -0.738
H -4.133 -1.194 0.212
H -4.826 -0.123 -1.027
H -3.735 -1.494 -1.452
C -0.326 3.115 4.352
C -0.373 1.720 4.539
C -0.358 0.838 3.416
C -0.301 1.368 2.168
C -0.265 2.716 1.932
C -0.280 3.595 3.041
H -0.325 3.801 5.231
H -0.397 1.347 5.564
H -0.406 -0.233 3.618
H -0.245 3.141 0.950
H -0.238 4.684 2.922
*
```



[2]
Computed, not measured: C42H42N2O5SSiV as an isolated structure, with ωB97M-V with the def2-TZVPD basis set.

Properties
E_LUMO (alpha / beta): 2.16 / 2.16 eV
Kohn-Sham gap (alpha / beta): 6.642 / 7.365 eV

ORCA input file:
```
! RIJCOSX wB97M-V def2-TZVPD def2/J DEFGRID3
* xyz -1 3
V 0.953 0.505 1.872
N 2.657 0.091 0.714
C 3.798 -0.434 1.503
C 3.670 0.050 2.945
O 4.647 0.040 3.699
N 2.409 0.409 3.207
C 2.055 0.912 4.525
C 0.796 1.770 4.366
O 0.336 2.422 5.272
O 0.292 1.712 3.133
H 2.418 -0.485 -0.079
H 2.874 1.015 0.344
H 4.765 -0.146 1.106
H 3.745 -1.522 1.514
H 2.862 1.484 4.973
H 1.810 0.096 5.210
O 0.311 -1.665 0.010
S -0.991 -2.387 0.099
C -1.891 -2.050 -1.405
C -3.200 -1.614 -1.293
C -3.904 -1.282 -2.445
C -3.280 -1.358 -3.683
C -1.955 -1.784 -3.781
C -1.261 -2.147 -2.640
C -0.629 -4.116 -0.247
C 0.700 -4.495 -0.278
C 1.021 -5.824 -0.538
C 0.013 -6.755 -0.751
C -1.321 -6.361 -0.694
C -1.646 -5.039 -0.437
H -3.657 -1.512 -0.310
H -4.932 -0.947 -2.372
H -3.822 -1.075 -4.577
H -1.462 -1.822 -4.745
H -0.232 -2.493 -2.698
H 1.462 -3.746 -0.095
H 2.060 -6.132 -0.568
H 0.263 -7.789 -0.960
H -2.108 -7.090 -0.850
H -2.687 -4.728 -0.395
C -4.140 -1.099 3.501
C -3.547 -0.105 2.683
C -2.200 -0.105 2.467
C -1.350 -1.103 3.037
C 0.071 -1.101 2.785
C 0.772 -2.189 3.265
C 0.166 -3.232 4.008
C -1.168 -3.193 4.299
C -1.964 -2.128 3.808
C -3.367 -2.083 4.045
H -5.208 -1.078 3.688
H -4.169 0.663 2.234
H -1.759 0.655 1.832
H 1.843 -2.251 3.094
H 0.773 -4.058 4.365
H -1.633 -3.970 4.899
H -3.815 -2.858 4.661
C -1.285 4.023 -2.792
C -1.371 3.060 -1.602
C -1.881 3.827 -0.372
C -2.352 1.928 -1.936
Si 0.272 2.266 -1.115
O 0.060 1.242 0.090
C 1.028 1.424 -2.649
C 1.371 2.081 -3.843
C 2.006 1.414 -4.887
C 2.318 0.063 -4.768
C 1.969 -0.617 -3.608
C 1.327 0.057 -2.572
C 1.503 3.640 -0.633
C 1.866 3.746 0.720
C 2.797 4.680 1.165
C 3.386 5.552 0.261
C 3.028 5.489 -1.083
C 2.102 4.549 -1.518
H -2.269 4.477 -2.978
H -0.985 3.507 -3.710
H -0.576 4.839 -2.606
H -2.892 4.217 -0.559
H -1.230 4.675 -0.131
H -1.919 3.179 0.512
H -3.356 2.335 -2.135
H -2.428 1.218 -1.105
H -2.033 1.365 -2.824
H 1.141 3.135 -3.973
H 2.260 1.951 -5.796
H 2.820 -0.455 -5.576
H 2.196 -1.674 -3.511
H 1.006 -0.488 -1.688
H 1.381 3.112 1.452
H 3.051 4.728 2.218
H 4.112 6.282 0.598
H 3.478 6.173 -1.795
H 1.854 4.526 -2.574
*
```



[3]
Computed, not measured: an isolated molecule of C23H29N3O3, with ωB97M-V with the def2-TZVPD basis set.

Properties
E_LUMO: 0.64 eV
Energy relative to the best compared isomer or geometry (same formula, charge and spin): 46.0 kcal per mole
Kohn-Sham gap: 8.179 eV

ORCA input file:
```
! RIJCOSX wB97M-V def2-TZVPD def2/J DEFGRID3
* xyz 0 1
C 2.381 -11.398 0.450
C 2.234 -9.931 0.824
O 1.698 -9.255 -0.295
C 1.483 -7.911 -0.209
C 1.741 -7.125 0.908
C 1.487 -5.765 0.886
C 0.970 -5.160 -0.253
N 0.707 -3.792 -0.341
C 0.832 -2.824 0.619
O 1.159 -3.048 1.770
C 0.511 -1.456 0.144
C 0.086 -0.526 1.092
C -0.217 0.770 0.742
C -0.078 1.196 -0.585
N -0.400 2.458 -0.982
C -0.543 3.574 -0.091
C -0.352 4.853 -0.913
O -0.049 4.778 -2.091
N -0.501 6.028 -0.271
C -0.956 6.167 1.094
C -2.484 6.296 1.164
C -2.995 7.738 1.058
C -2.205 8.651 0.113
C -1.734 7.990 -1.184
C -0.400 7.253 -1.039
C 0.368 0.265 -1.534
C 0.653 -1.032 -1.178
C 0.710 -5.951 -1.373
C 0.962 -7.304 -1.352
H 1.412 -11.811 0.184
H 3.045 -11.498 -0.404
H 2.790 -11.954 1.289
H 1.561 -9.826 1.687
H 3.213 -9.508 1.089
H 2.143 -7.557 1.811
H 1.689 -5.165 1.758
H 0.346 -3.495 -1.236
H -0.007 -0.851 2.117
H -0.564 1.458 1.497
H -0.134 2.743 -1.920
H -1.537 3.573 0.372
H 0.216 3.548 0.704
H -0.483 7.054 1.520
H -0.624 5.308 1.677
H -2.908 5.696 0.356
H -2.842 5.873 2.104
H -2.986 8.195 2.050
H -4.036 7.701 0.731
H -1.333 9.056 0.633
H -2.844 9.501 -0.132
H -2.493 7.303 -1.559
H -1.590 8.765 -1.939
H -0.027 6.972 -2.026
H 0.333 7.910 -0.559
H 0.497 0.588 -2.558
H 1.031 -1.703 -1.938
H 0.306 -5.497 -2.268
H 0.763 -7.919 -2.216
*
```



Listing max |F| for the structures above in their given order: 1.8 2.2 0.6 eV/A.
Listing M for the structures above in their given order: 380.44 765.90 395.50 g mol⁻¹.